{
  "formula": "H3NO3",
  "method": "ωB97M-V/def2-TZVPD",
  "species": ["N", "O", "H", "O", "O", "H", "H"],
  "coordinates": [[2.3211, -0.9389, -0.3877], [1.4390, -0.2000, 0.0524], [3.1331, -0.2992, -0.5496], [-1.4716, 0.1433, 0.7369], [-1.9853, 0.7396, -0.4362], [-0.4864, 0.2653, 0.4595], [-2.7515, 1.1429, -0.0215]],
  "forces_ev_per_angstrom": [[-1.8169, 1.8994, 0.9639], [1.6094, -1.5670, -0.8553], [0.3036, -0.2632, -0.1388], [3.6540, -0.1258, -0.3575], [-1.1320, 0.4187, -0.5730], [-2.2708, -0.7504, 1.4043], [-0.3473, 0.3882, -0.4435]],
  "homo_lumo_gap_ha": 0.31691,
  "smiles": "N=O.OO",
  "e_homo_ev": -9.699,
  "de_lowest_kcal_mol": 73.9
}